[1]
The following is a quantum chemistry calculation of a cluster of 2 separate species, C4H7FO in total in a non-equilibrium geometry, from the Open Molecules 2025 dataset.

## Properties
relative energy (zero: lowest compared OMol25 entry of this formula, charge and spin)	6.4422	eV
LUMO level	-1.6	eV
HOMO	-9.146	eV
DFT total energy	-331.4726	Ha
orbital gap	7.6	eV

```
13
Properties=species:S:1:pos:R:3:forces:R:3:nbo_charge:R:1
C 0.45468 0.59314 0.76245 -7.795 3.995 -2.766 0.160
C 0.38146 0.69475 -0.86306 -0.794 2.295 1.615 -0.474
C -0.27122 -0.62169 -0.88309 -0.687 1.629 0.133 0.181
C -0.63067 -0.54342 0.62477 -4.114 0.868 -1.304 -0.554
H 1.09977 -1.14738 1.78509 2.184 4.356 -1.207 0.416
H -0.03500 1.62790 1.19970 0.944 -2.197 -0.440 0.127
H -0.30450 1.44745 -1.38578 0.495 -0.762 1.542 0.224
H 1.28855 0.91784 -1.32372 1.932 -0.424 -0.701 0.214
H 0.39366 -1.33535 -1.21793 1.136 -2.275 -0.260 0.168
H -1.03439 -1.53123 1.13627 2.022 1.668 0.010 0.257
H -1.64773 0.07191 0.70657 1.804 -1.244 -0.562 0.250
O 1.55185 0.31990 1.29064 4.617 -6.676 4.483 -0.605
F -1.24648 -0.49381 -1.83190 -1.744 -1.235 -0.543 -0.362
```
Forces are in eV/Å.



[2]
The following is a quantum chemistry calculation of an isolated molecule of C4H7FO in a non-equilibrium geometry, from the Open Molecules 2025 dataset.

## Properties
relative energy (zero: lowest compared OMol25 entry of this formula, charge and spin)	1.6133	eV
LUMO level	1.0	eV
HOMO	-10.271	eV
DFT total energy	-331.6501	Ha
SMILES	OC[C@@H]1C[C@@H]1F
orbital gap	11.2	eV

```
13
Properties=species:S:1:pos:R:3:forces:R:3:nbo_charge:R:1
O -2.23937 -0.12085 -0.26238 0.627 -0.439 -0.632 -0.722
C -1.03288 -0.76795 0.19862 -0.033 2.278 0.638 -0.068
C 0.07895 0.26832 0.63419 -2.711 -0.459 -0.844 -0.274
C 0.79132 1.07790 -0.47783 0.181 0.512 1.000 -0.459
C 1.41405 -0.07251 0.23675 0.236 -0.600 -0.580 0.184
F 1.51262 -1.27541 -0.44577 0.656 0.246 -0.120 -0.359
H -2.19397 0.06840 -1.22117 0.208 -0.214 0.848 0.468
H -0.61036 -1.51447 -0.42106 0.196 -0.256 -1.460 0.190
H -1.32491 -1.36943 1.03250 -0.315 0.073 1.012 0.182
H -0.09858 0.70519 1.60046 0.125 0.230 0.157 0.222
H 0.43778 0.84699 -1.44521 -0.292 -0.367 -0.969 0.220
H 1.12936 2.14345 -0.42183 -0.271 -1.253 0.508 0.234
H 2.13601 0.01037 0.99274 1.392 0.249 0.440 0.182
```
Forces are in eV/Å.



[3]
The following is a quantum chemistry calculation of an isolated molecule of C4H7FO2 in a non-equilibrium geometry, from the Open Molecules 2025 dataset.

## Properties
relative energy (zero: lowest compared OMol25 entry of this formula, charge and spin)	1.4503	eV
LUMO level	0.8	eV
HOMO	-9.808	eV
DFT total energy	-406.9117	Ha
SMILES	O[C@@H]1[C@H](F)C[C@@H]1O
orbital gap	10.6	eV

```
14
Properties=species:S:1:pos:R:3:forces:R:3:nbo_charge:R:1
O 0.84467 -0.80206 1.75500 -0.434 0.889 0.826 -0.678
C 0.58246 -0.80740 0.41803 0.296 -0.771 -1.902 0.063
C 1.11848 0.39205 -0.46472 -1.280 -0.194 1.793 0.183
F 1.26549 1.42987 0.47011 -0.001 0.360 -0.663 -0.371
C -0.25120 0.46758 -1.19882 0.188 -1.084 1.309 -0.473
C -0.84051 -0.47764 -0.05784 -0.063 1.190 -0.457 0.076
O -1.36826 0.31983 0.97264 0.158 -0.348 0.831 -0.732
H 0.37035 -0.00696 2.08585 0.458 -0.611 0.072 0.493
H 0.85843 -1.79542 0.03806 0.271 0.199 -0.215 0.178
H 2.04369 0.31117 -0.97440 0.758 -0.123 -0.723 0.171
H -0.72595 1.43989 -1.24144 0.072 0.218 0.047 0.226
H -0.25878 0.01638 -2.17468 0.182 -0.221 -0.443 0.218
H -1.51444 -1.29970 -0.32311 0.118 0.099 -0.065 0.168
H -2.12443 0.81241 0.69532 -0.722 0.398 -0.409 0.478
```
Forces are in eV/Å.



[4]
The following is a quantum chemistry calculation of a structure of composition C4H7FO2 in a non-equilibrium geometry, from the Open Molecules 2025 dataset.

## Properties
relative energy (zero: lowest compared OMol25 entry of this formula, charge and spin)	5.2105	eV
LUMO level	0.2	eV
HOMO	-8.530	eV
DFT total energy	-406.7735	Ha
orbital gap	8.7	eV

```
14
Properties=species:S:1:pos:R:3:forces:R:3:nbo_charge:R:1
C -1.00067 1.73092 -0.06829 0.101 3.711 0.589 -0.337
C 0.25142 -0.23191 0.18898 1.624 1.176 -0.900 0.147
C -1.03962 -0.83055 0.53097 0.952 -3.172 1.400 -0.147
C 1.43076 -0.83210 -0.05882 -2.816 -3.184 1.065 0.196
H -0.58762 2.83616 -0.33436 -1.669 -2.196 1.170 0.215
H -1.70367 1.51860 -1.01985 2.103 -0.628 2.201 0.229
H -1.70874 1.68769 1.01235 2.281 0.269 -3.389 0.193
H -0.58278 -1.88435 0.79345 -1.580 1.403 -0.299 0.190
H -1.40580 -0.40064 1.52602 0.025 -0.505 -1.544 0.194
H -2.58082 -2.00290 -0.32116 2.646 5.339 -1.205 0.468
H 1.73033 -1.91735 -0.04922 -0.980 1.126 0.043 0.167
O 0.37883 1.15210 0.13863 -3.847 -0.401 -0.588 -0.510
O -2.00547 -0.91491 -0.55328 -2.043 -5.039 2.215 -0.703
F 2.44455 -0.08366 -0.20522 3.202 2.101 -0.758 -0.303
```
Forces are in eV/Å.



[5]
The following is a quantum chemistry calculation of an isolated molecule of C4H7FOS in a non-equilibrium geometry, from the Open Molecules 2025 dataset.

## Properties
relative energy (zero: lowest compared OMol25 entry of this formula, charge and spin)	1.9130	eV
LUMO level	0.1	eV
HOMO	-9.888	eV
DFT total energy	-729.8129	Ha
orbital gap	10.0	eV

```
14
Properties=species:S:1:pos:R:3:forces:R:3:nbo_charge:R:1
C -1.63817 -0.67434 -0.23292 -1.102 -1.511 -0.697 -0.491
C -0.47315 -0.04991 -0.14084 0.661 -2.656 -0.700 0.089
C 0.83294 -0.89759 -0.27798 -1.170 2.621 -3.298 -0.619
C -0.21670 1.31742 0.21473 0.357 2.845 -1.243 -0.693
O -4.26875 -1.12278 -0.14750 3.847 3.945 2.418 -0.862
F -3.32449 1.29536 -0.47526 -0.019 -0.481 0.427 -0.510
S -3.20969 -0.06626 0.45612 -2.866 -3.812 -3.793 1.448
H -1.68086 -1.70671 -0.74953 -0.341 1.662 1.417 0.257
H 1.29265 -0.68161 0.62884 1.390 -0.049 1.573 0.217
H 1.39327 -0.35502 -1.13031 -0.368 -1.103 1.363 0.215
H 0.74772 -1.94650 -0.50017 -0.328 -0.257 0.104 0.227
H 0.80036 1.63847 -0.04469 -0.169 -0.215 -0.625 0.230
H -0.90409 2.14420 -0.11807 0.381 -1.254 0.244 0.253
H -0.10799 1.37404 1.23642 -0.274 0.267 2.811 0.238
```
Forces are in eV/Å.



[6]
The following is a quantum chemistry calculation of an isolated molecule of C4H7FOS in a non-equilibrium geometry, from the Open Molecules 2025 dataset.

## Properties
relative energy (zero: lowest compared OMol25 entry of this formula, charge and spin)	1.7900	eV
LUMO level	0.8	eV
HOMO	-9.023	eV
DFT total energy	-729.8174	Ha
orbital gap	9.8	eV

```
14
Properties=species:S:1:pos:R:3:forces:R:3:nbo_charge:R:1
C -2.38808 -0.74344 -0.64587 -2.068 0.722 -0.784 -0.443
C -1.74006 -0.12632 0.32578 0.308 -1.717 0.803 0.381
C 2.47272 0.67959 0.25948 -1.965 -0.995 1.543 -0.794
C -0.23736 -0.43515 0.47896 -0.481 1.908 -2.638 -0.636
O 0.48226 1.13973 -1.34991 -0.242 0.950 -1.330 -0.997
F -2.44356 0.51734 1.32964 1.324 -0.394 -1.022 -0.335
S 0.67740 1.16280 0.10620 0.716 -1.317 0.010 1.236
H -3.48489 -0.67083 -0.86365 1.045 0.181 0.827 0.219
H -1.90251 -1.27005 -1.43880 0.704 -0.156 -0.008 0.216
H 3.01213 1.46342 -0.18597 0.669 1.156 -0.292 0.238
H 2.66091 -0.22950 -0.27479 -0.153 -0.534 -0.465 0.226
H 2.67735 0.50621 1.32069 0.302 0.333 -0.138 0.217
H 0.07855 -1.09968 -0.37067 -0.486 0.877 0.570 0.250
H 0.13515 -0.89411 1.30891 0.326 -1.016 2.924 0.223
```
Forces are in eV/Å.



[7]
The following is a quantum chemistry calculation of an isolated molecule of C4H7FS in a non-equilibrium geometry, from the Open Molecules 2025 dataset.

## Properties
relative energy (zero: lowest compared OMol25 entry of this formula, charge and spin)	1.7907	eV
LUMO level	-0.2	eV
HOMO	-8.901	eV
DFT total energy	-654.5992	Ha
SMILES	CC[C@H](F)C=S
orbital gap	8.7	eV

```
13
Properties=species:S:1:pos:R:3:forces:R:3:nbo_charge:R:1
C 0.52213 -1.20416 -1.20698 3.374 -0.036 1.722 -0.588
C 0.28075 0.16369 -0.52051 -2.485 -1.330 -4.062 -0.451
C 0.05400 0.21037 0.93451 0.014 -0.546 0.628 0.120
F -0.35286 -1.06990 1.36221 -0.727 1.025 -0.191 -0.353
C -0.85590 1.36795 1.16776 -0.824 -0.662 1.549 -0.296
S -2.27259 1.29141 1.91345 -0.130 0.081 -0.218 0.102
H 1.61341 -1.50146 -1.09548 -1.042 0.134 0.288 0.192
H 0.47312 -1.13427 -2.25376 -0.727 0.357 -1.407 0.210
H -0.04778 -2.01913 -0.83120 -0.674 -0.411 0.252 0.225
H 0.92557 0.84871 -1.08645 -0.098 0.390 1.100 0.240
H -0.78980 0.32853 -0.93538 1.476 0.450 0.446 0.204
H 0.85295 0.39354 1.60059 1.660 0.361 0.321 0.189
H -0.40299 2.32473 0.95124 0.182 0.188 -0.426 0.205
```
Forces are in eV/Å.



[8]
The following is a quantum chemistry calculation of a structure of composition C4H7FeO4 in a non-equilibrium geometry, from the Open Molecules 2025 dataset.

## Properties
relative energy (zero: lowest compared OMol25 entry of this formula, charge and spin)	0.2602	eV
multiplicity	7
LUMO level (spin up / spin down)	-3.5 / -8.3	eV
charge	+1
expectation value of S²	12.013
HOMO (spin up / spin down)	-12.277 / -15.629	eV
DFT total energy	-1720.8703	Ha
orbital gap (spin up / spin down)	8.8 / 7.3	eV

```
16
Properties=species:S:1:pos:R:3:forces:R:3:mulliken_spin:R:1
O -1.68290 -0.45350 -0.20234 0.434 0.253 1.720 0.490
C -1.17188 0.77950 -0.62266 0.270 0.790 -0.877 -0.016
C 0.31777 0.84405 -0.32036 0.310 0.219 -0.635 0.048
O 0.49494 0.40381 1.02715 -0.992 -0.351 -0.006 -0.016
C 1.82487 0.52064 1.50419 1.261 0.022 0.551 -0.048
Fe -0.91260 -1.03980 1.52053 -0.483 0.047 -1.264 5.424
H -1.68878 1.61171 -0.11087 -0.028 -0.393 0.063 0.042
H -1.31224 0.93262 -1.70698 -0.119 -0.215 0.371 0.006
H 0.70569 1.86887 -0.42800 -0.175 -0.306 0.028 0.005
H 0.88680 0.17067 -0.98385 -0.181 0.224 0.153 -0.004
H 2.13434 1.57536 1.49918 -0.187 -0.302 0.007 -0.001
H 1.84313 0.13610 2.52995 0.010 0.132 -0.280 0.051
H 2.51022 -0.06778 0.87559 -0.240 0.159 0.168 -0.008
O -0.95871 -2.94234 -0.56048 -1.043 2.249 0.564 0.034
C -1.40261 -2.25784 -1.43564 1.761 -4.027 -2.917 -0.016
O -1.58805 -2.08206 -2.58540 -0.598 1.498 2.351 0.010
```
Forces are in eV/Å.



[9]
The following is a quantum chemistry calculation of a structure of composition C4H7I2N in a non-equilibrium geometry, from the Open Molecules 2025 dataset.

## Properties
relative energy (zero: lowest compared OMol25 entry of this formula, charge and spin)	1.6123	eV
LUMO level	-1.3	eV
HOMO	-8.150	eV
DFT total energy	-806.6472	Ha
orbital gap	6.9	eV

```
14
Properties=species:S:1:pos:R:3:forces:R:3:nbo_charge:R:1
C 0.44356 -0.12368 -0.18844 -0.933 -1.376 -0.347 -0.241
C 1.05423 -0.01149 0.96369 0.853 -2.001 0.639 -0.057
C -1.77041 0.30483 -1.32144 -1.415 1.397 1.542 -0.612
C -0.57696 0.90372 -0.58577 -1.589 -1.661 2.031 -0.421
N 2.05767 -0.85742 1.50650 0.660 0.121 0.523 -0.756
I 2.85356 -2.46108 0.43073 -0.674 0.701 0.399 0.327
I 1.88915 -1.21847 3.59226 -0.094 0.109 -1.173 0.301
H 0.54976 -1.08273 -0.75765 0.024 1.156 0.187 0.212
H 0.76645 0.73869 1.64463 -0.032 1.001 0.823 0.204
H -1.37376 -0.45482 -1.98045 -0.798 -0.859 0.210 0.214
H -2.61668 0.16582 -0.51924 1.689 -1.126 -1.672 0.217
H -2.28019 1.03715 -1.94524 0.341 0.280 -0.308 0.210
H -0.94453 1.49420 0.28104 0.380 -0.509 -0.194 0.197
H -0.05184 1.56529 -1.12062 1.588 2.766 -2.659 0.203
```
Forces are in eV/Å.